1) {
  "formula": "C5H14NO",
  "method": "ωB97M-V with the def2-TZVPD basis set",
  "symbols": ["H", "H", "C", "C", "H", "H", "H", "H", "H", "C", "C", "H", "H", "H", "O", "C", "H", "H", "H", "H", "N"],
  "positions_angstrom": [[1.33, -1.14, -2.85], [-3.05, 1.24, 2.95], [1.74, -2.78, -0.74], [-1.71, 1.54, 1.28], [-1.31, 1.03, 3.34], [2.37, -3.49, -0.18], [2.39, 0.10, -2.41], [3.41, -2.04, -1.95], [0.96, -2.39, -0.07], [-2.63, 2.30, 0.35], [-2.03, 1.62, 2.75], [-2.62, 3.37, 0.60], [-3.66, 1.93, 0.44], [-1.98, 2.67, 3.09], [-0.76, 0.89, 0.86], [2.62, -1.65, -1.27], [1.06, -0.26, -1.43], [-2.30, 2.17, -0.70], [1.25, -3.32, -1.57], [3.12, -1.11, -0.45], [1.80, -0.67, -2.04]],
  "nbo_charge": [0.445, 0.243, -0.643, 0.617, 0.239, 0.264, 0.451, 0.231, 0.236, -0.725, -0.729, 0.245, 0.245, 0.244, -0.603, -0.228, 0.462, 0.226, 0.224, 0.237, -0.680],
  "charge": 1,
  "homo_lumo_gap_ev": 8.987,
  "lumo_energy_ev": -3.5
}

***

2) {
  "formula": "C5H14NO",
  "method": "ωB97M-V with the def2-TZVPD basis set",
  "symbols": ["H", "N", "H", "O", "H", "H", "H", "H", "H", "H", "H", "H", "C", "C", "H", "H", "H", "C", "C", "H", "C"],
  "positions_angstrom": [[2.14, -2.16, -0.56], [1.23, -1.61, -0.47], [-0.50, -1.21, 3.29], [-1.28, -1.27, 2.68], [1.70, -0.39, -2.19], [-0.88, 2.57, 2.05], [-1.26, -0.79, -1.29], [-0.85, 0.16, -2.67], [0.86, 2.51, 1.22], [0.62, -2.29, -0.08], [-0.64, 3.38, 0.62], [0.98, 1.35, -0.93], [0.79, -1.09, -1.86], [-0.32, 2.47, 1.19], [-1.67, -1.97, 3.14], [-1.77, 1.05, 0.35], [1.24, -0.80, 0.09], [0.01, 0.84, -0.65], [-0.44, -0.27, -1.76], [0.78, -1.90, -2.49], [-0.75, 1.42, 0.32]],
  "nbo_charge": [0.448, -0.682, 0.466, -0.934, 0.224, 0.246, 0.227, 0.267, 0.226, 0.432, 0.252, 0.197, -0.188, -0.663, 0.471, 0.216, 0.457, -0.334, -0.464, 0.223, -0.087],
  "charge": 1,
  "homo_lumo_gap_ev": 9.590,
  "lumo_energy_ev": -3.4
}

***

3) {
  "formula": "C5H14NO",
  "method": "ωB97M-V with the def2-TZVPD basis set",
  "symbols": ["C", "H", "H", "H", "H", "H", "C", "H", "C", "H", "H", "H", "C", "H", "H", "O", "H", "N", "C", "H", "H"],
  "positions_angstrom": [[-1.16, 0.51, 0.97], [-0.45, 2.33, 0.12], [-2.89, 0.36, -0.41], [2.49, -1.56, -1.17], [2.86, -2.19, 1.95], [1.84, -2.99, 1.05], [-2.64, 0.78, 0.55], [-1.12, 0.78, 2.00], [0.06, 0.78, -1.26], [-1.07, -0.58, 0.90], [0.12, 1.60, -1.97], [0.62, -1.83, -1.03], [-0.14, 1.29, 0.17], [-0.74, 0.08, -1.48], [0.78, 1.40, 0.73], [2.53, -2.31, 1.06], [-3.22, 0.25, 1.29], [1.35, 0.05, -1.35], [1.48, -1.21, -1.23], [2.17, 0.62, -1.49], [-2.86, 1.84, 0.59]],
  "nbo_charge": [-0.398, 0.235, 0.199, 0.249, 0.502, 0.484, -0.606, 0.228, -0.238, 0.189, 0.241, 0.223, -0.429, 0.228, 0.226, -0.972, 0.227, -0.380, 0.138, 0.438, 0.215],
  "charge": 1,
  "homo_lumo_gap_ev": 10.551,
  "lumo_energy_ev": -4.6
}

***

1) is favored, and the nearest alternative lies 19.2 kcal/mol above it.

***

1) {
  "formula": "C5H14NO",
  "method": "ωB97M-V with the def2-TZVPD basis set",
  "symbols": ["C", "H", "H", "H", "H", "H", "H", "H", "C", "O", "H", "H", "H", "C", "H", "N", "H", "C", "C", "H", "H"],
  "positions_angstrom": [[0.07, -0.86, 1.42], [1.57, -0.28, -2.62], [-1.02, -0.84, 1.54], [0.46, -1.69, 2.00], [-1.88, -0.59, -1.27], [-0.01, 0.17, -3.23], [0.56, 0.90, -0.76], [0.24, -1.44, -2.74], [0.14, -0.06, -1.06], [-0.19, 1.50, 1.34], [-1.62, 0.62, -0.10], [1.65, 0.58, 1.57], [-0.08, -2.09, -0.33], [0.43, -1.16, -0.06], [-0.39, 2.14, 2.03], [-1.35, 0.24, -1.01], [0.65, 0.54, 2.99], [0.61, 0.47, 1.91], [0.51, -0.42, -2.47], [-1.56, 0.96, -1.70], [1.51, -1.32, -0.10]],
  "nbo_charge": [-0.425, 0.259, 0.196, 0.247, 0.431, 0.224, 0.241, 0.230, -0.043, -0.775, 0.465, 0.173, 0.221, -0.423, 0.502, -0.681, 0.203, -0.078, -0.644, 0.436, 0.242],
  "charge": 1,
  "homo_lumo_gap_ev": 11.365,
  "lumo_energy_ev": -3.2
}

***

2) {
  "formula": "C5H14NO",
  "method": "ωB97M-V with the def2-TZVPD basis set",
  "symbols": ["C", "C", "H", "H", "H", "H", "H", "C", "H", "H", "O", "C", "H", "H", "H", "C", "N", "H", "H", "H", "H"],
  "positions_angstrom": [[0.73, -2.24, 1.50], [-0.68, -0.49, 0.42], [0.96, -3.27, 1.73], [-1.74, -0.47, 0.17], [0.27, 1.80, -1.91], [-1.17, 1.64, -1.31], [1.37, -1.50, 1.97], [-0.18, -0.79, -2.04], [1.17, -0.02, -0.66], [0.47, 2.49, 2.28], [0.42, 2.67, 1.33], [-0.29, -1.92, 0.74], [0.57, 3.62, 1.27], [0.19, -1.81, -2.00], [0.28, -0.39, -2.94], [0.09, 0.01, -0.79], [-0.19, 1.45, -1.08], [-0.98, -2.69, 0.44], [-1.24, -0.85, -2.31], [-0.01, 2.06, -0.26], [-0.54, 0.15, 1.28]],
  "nbo_charge": [-0.343, -0.461, 0.221, 0.221, 0.434, 0.424, 0.191, -0.647, 0.225, 0.511, -0.975, -0.210, 0.499, 0.264, 0.225, -0.035, -0.687, 0.220, 0.222, 0.474, 0.228],
  "charge": 1,
  "homo_lumo_gap_ev": 10.136,
  "lumo_energy_ev": -3.2
}

***

3) {
  "formula": "C5H14NO",
  "method": "ωB97M-V with the def2-TZVPD basis set",
  "symbols": ["C", "C", "H", "H", "H", "C", "H", "H", "H", "H", "H", "N", "H", "H", "H", "C", "C", "H", "H", "H", "O"],
  "positions_angstrom": [[-1.45, -0.26, -0.08], [0.34, 1.40, -0.07], [-2.45, -0.61, -0.34], [0.46, 1.58, 2.11], [-1.53, 1.77, 0.78], [-1.17, 1.26, -0.12], [0.00, -0.34, -1.58], [-1.40, -0.61, 0.97], [0.07, -1.57, -0.34], [1.19, -3.68, 1.23], [-1.78, 1.70, -0.92], [-0.49, -1.02, -0.99], [0.89, 0.04, 1.58], [0.51, -3.91, -0.02], [0.89, 2.43, -2.01], [0.98, 1.09, 1.26], [1.06, 2.00, -1.03], [2.13, 2.07, -0.82], [1.97, 1.53, 1.40], [-0.94, -1.74, -1.57], [0.73, -3.16, 0.55]],
  "nbo_charge": [-0.232, -0.043, 0.233, 0.237, 0.255, -0.468, 0.459, 0.235, 0.481, 0.506, 0.243, -0.711, 0.211, 0.482, 0.229, -0.667, -0.374, 0.206, 0.251, 0.435, -0.970],
  "charge": 1,
  "homo_lumo_gap_ev": 10.267,
  "lumo_energy_ev": -3.2
}

***

4) {
  "formula": "C5H14NO",
  "method": "ωB97M-V with the def2-TZVPD basis set",
  "symbols": ["H", "C", "H", "C", "O", "H", "H", "N", "C", "H", "H", "H", "H", "H", "H", "C", "H", "C", "H", "H", "H"],
  "positions_angstrom": [[0.29, -1.97, 1.91], [-0.60, -1.55, 1.45], [0.97, -0.17, -1.04], [-0.78, -0.24, 1.31], [1.44, -1.47, -3.25], [1.50, -2.41, -3.02], [-2.85, -0.36, 0.78], [0.57, 0.77, -0.96], [-2.10, 0.40, 0.93], [1.27, 0.12, 1.80], [-1.39, -2.28, 1.38], [0.91, 1.29, -1.75], [1.91, -1.47, -4.09], [-0.45, 0.62, -1.04], [-2.10, 0.95, -0.05], [0.64, 1.60, 0.33], [-0.15, 2.35, 0.22], [0.40, 0.70, 1.52], [-2.36, 1.20, 1.63], [0.22, 1.35, 2.38], [1.59, 2.10, 0.09]],
  "nbo_charge": [0.212, -0.369, 0.463, -0.019, -0.970, 0.483, 0.249, -0.689, -0.652, 0.238, 0.218, 0.441, 0.489, 0.443, 0.181, -0.198, 0.225, -0.477, 0.243, 0.253, 0.235],
  "charge": 1,
  "homo_lumo_gap_ev": 10.425,
  "lumo_energy_ev": -3.2
}

***

1) is favored, and the nearest alternative lies 11.3 kcal/mol above it.

***

1) {
  "formula": "C5H14NO",
  "method": "ωB97M-V with the def2-TZVPD basis set",
  "symbols": ["C", "H", "H", "H", "O", "C", "H", "C", "H", "C", "H", "H", "C", "H", "H", "N", "H", "H", "H", "H", "H"],
  "positions_angstrom": [[1.68, 1.04, -0.42], [-0.29, 1.10, 0.21], [0.91, -1.52, -1.59], [-2.22, -1.00, -1.08], [-1.99, 1.32, 1.35], [-0.43, -1.53, 0.00], [0.79, 1.81, 1.25], [0.76, -1.26, -0.55], [-2.22, -2.70, -0.43], [1.78, -0.41, 0.12], [0.30, 2.65, -0.05], [1.70, -0.41, 1.21], [-1.62, -1.87, -0.82], [2.81, -0.66, -0.17], [-0.55, -1.40, 1.07], [0.53, 1.71, 0.27], [2.60, 1.54, -0.13], [1.61, 0.94, -1.50], [-2.20, 1.45, 2.28], [-2.70, 1.51, 0.74], [-1.26, -2.30, -1.76]],
  "nbo_charge": [-0.229, 0.477, 0.214, 0.220, -0.997, -0.158, 0.436, -0.225, 0.237, -0.442, 0.443, 0.216, -0.655, 0.242, 0.200, -0.680, 0.227, 0.241, 0.509, 0.502, 0.224],
  "charge": 1,
  "homo_lumo_gap_ev": 9.726,
  "lumo_energy_ev": -3.3
}

***

2) {
  "formula": "C5H14NO",
  "method": "ωB97M-V with the def2-TZVPD basis set",
  "symbols": ["H", "H", "H", "N", "H", "H", "H", "H", "C", "H", "H", "H", "H", "O", "H", "C", "C", "H", "H", "C", "C"],
  "positions_angstrom": [[0.89, -1.33, 1.39], [-0.55, -1.94, 0.76], [-0.53, -0.77, 2.00], [-0.13, -1.04, 1.08], [-1.67, 2.37, -1.91], [0.45, -0.81, -1.36], [-1.29, 1.58, 1.95], [-0.04, 3.53, -2.26], [-0.53, 0.32, 0.22], [1.49, 0.36, -0.55], [-1.61, 0.23, -0.09], [1.22, 1.48, -2.73], [0.58, 1.53, 1.91], [0.68, -4.07, 1.06], [1.27, -4.64, 0.59], [-0.31, 1.44, 1.22], [0.40, 1.42, -2.04], [-0.17, 2.32, 0.49], [-0.03, -4.79, 1.28], [0.46, 0.28, -1.00], [-0.59, 2.52, -2.02]],
  "nbo_charge": [0.468, 0.458, 0.435, -0.757, 0.223, 0.228, 0.242, 0.242, 0.015, 0.230, 0.249, 0.223, 0.256, -0.973, 0.488, -0.719, -0.169, 0.286, 0.489, -0.481, -0.431],
  "charge": 1,
  "homo_lumo_gap_ev": 8.852,
  "lumo_energy_ev": -3.2
}

***

3) {
  "formula": "C5H14NO",
  "method": "ωB97M-V with the def2-TZVPD basis set",
  "symbols": ["H", "H", "H", "C", "H", "H", "O", "N", "H", "C", "H", "H", "H", "H", "C", "H", "C", "C", "H", "H", "H"],
  "positions_angstrom": [[-2.05, 0.37, 1.21], [1.24, -0.37, 2.92], [-0.73, -0.68, -2.50], [-1.41, 0.45, 0.32], [-3.14, 0.08, -0.78], [-1.68, 1.48, 0.13], [5.16, 1.47, -0.67], [0.24, -1.09, 1.29], [-2.24, -1.41, -0.60], [0.05, 0.25, 0.63], [0.76, -2.15, 2.96], [4.52, 2.16, -0.90], [-1.31, 0.97, -2.28], [-2.32, -0.28, -2.97], [0.82, -1.22, 2.40], [4.77, 1.05, 0.10], [-2.13, -0.34, -0.78], [-1.59, -0.08, -2.18], [0.29, 0.99, 1.38], [0.63, 0.19, -0.29], [0.14, -1.85, 0.62]],
  "nbo_charge": [0.231, 0.224, 0.204, -0.445, 0.233, 0.254, -0.921, -0.380, 0.200, -0.232, 0.237, 0.466, 0.210, 0.241, 0.142, 0.455, -0.411, -0.628, 0.231, 0.240, 0.450],
  "charge": 1,
  "homo_lumo_gap_ev": 8.533,
  "lumo_energy_ev": -5.5
}

***

4) {
  "formula": "C5H14NO",
  "method": "ωB97M-V with the def2-TZVPD basis set",
  "symbols": ["H", "N", "H", "H", "H", "C", "H", "C", "H", "H", "H", "H", "C", "H", "H", "C", "H", "C", "H", "O", "H"],
  "positions_angstrom": [[-1.33, -1.44, 1.48], [-0.51, -1.59, 0.87], [1.21, 2.30, 1.69], [-1.09, 0.52, -1.45], [-0.44, 1.80, -0.11], [0.05, -0.46, -0.09], [-2.79, -1.22, -1.27], [-0.84, -0.50, -1.36], [-0.84, 0.89, 1.50], [3.11, 2.01, 0.17], [1.06, -0.75, -0.30], [2.08, 0.95, -1.04], [-0.07, 0.96, 0.61], [1.92, 0.62, 1.64], [-0.50, -0.96, -2.22], [1.30, 1.43, 1.02], [0.24, -1.69, 1.50], [2.12, 1.66, -0.19], [-0.67, -2.52, 0.40], [-1.91, -1.28, -0.91], [1.57, 2.36, -0.81]],
  "nbo_charge": [0.452, -0.684, 0.242, 0.191, 0.239, -0.034, 0.516, -0.072, 0.228, 0.249, 0.234, 0.208, -0.430, 0.187, 0.198, -0.407, 0.419, -0.637, 0.466, -0.775, 0.211],
  "charge": 1,
  "homo_lumo_gap_ev": 11.251,
  "lumo_energy_ev": -3.4
}

***

1) is favored, and the nearest alternative lies 24.6 kcal/mol above it.

***

1) {
  "formula": "C5H7Br",
  "method": "ωB97M-V with the def2-TZVPD basis set",
  "symbols": ["C", "H", "H", "H", "H", "C", "C", "H", "C", "Br", "C", "H", "H"],
  "positions_angstrom": [[1.20, 1.63, -0.71], [0.65, 1.01, -1.48], [-0.71, -1.39, -2.06], [-0.67, -2.59, -0.90], [-0.84, -0.68, 2.08], [-0.05, 0.33, 0.58], [0.91, 1.45, 0.55], [1.46, 1.98, 1.39], [-0.97, -1.58, -1.00], [-0.61, -0.70, 3.51], [-0.27, -0.52, -0.27], [-2.01, -1.31, -0.83], [1.88, 2.39, -0.86]],
  "nbo_charge": [-0.337, 0.203, 0.236, 0.245, 0.228, -0.122, -0.255, 0.243, -0.698, -0.254, 0.064, 0.255, 0.190],
  "homo_lumo_gap_ev": 9.677,
  "lumo_energy_ev": 0.5
}

***

2) {
  "formula": "C5H7Br",
  "method": "ωB97M-V with the def2-TZVPD basis set",
  "symbols": ["H", "C", "H", "C", "C", "Br", "C", "C", "H", "H", "H", "H", "H"],
  "positions_angstrom": [[-0.93, 2.16, 0.46], [-2.48, -0.73, -0.57], [-0.02, 1.12, 1.76], [-1.75, 0.10, -0.12], [-0.09, 1.49, 0.77], [3.59, -2.53, 0.92], [0.55, -0.16, -0.92], [-0.41, 0.33, -0.15], [-3.43, -1.18, -0.68], [0.81, 1.91, 0.35], [1.59, 0.25, -0.85], [2.25, -1.85, 0.69], [0.31, -0.92, -1.67]],
  "nbo_charge": [0.218, -0.110, 0.223, -0.080, -0.625, -0.231, -0.392, -0.074, 0.224, 0.209, 0.206, 0.226, 0.206],
  "homo_lumo_gap_ev": 9.739,
  "lumo_energy_ev": 0.4
}

***

2) is favored, and the nearest alternative lies 3.2 kcal/mol above it.

***

1) {
  "formula": "C5H7Br",
  "method": "ωB97M-V with the def2-TZVPD basis set",
  "symbols": ["H", "C", "H", "H", "H", "Br", "H", "C", "C", "C", "H", "C", "H"],
  "positions_angstrom": [[-0.67, -2.01, 1.24], [-0.17, -1.16, 0.95], [-0.47, -2.06, -1.21], [0.65, -1.05, 1.60], [1.35, 2.74, -0.64], [-2.63, 0.10, -0.11], [0.97, 1.23, -1.60], [0.74, 1.77, -0.64], [0.04, 1.23, 0.37], [-0.68, -0.08, 0.09], [-0.19, 1.56, 1.42], [0.03, -1.24, -0.54], [1.03, -1.04, -0.94]],
  "nbo_charge": [0.226, -0.445, 0.239, 0.219, 0.209, 0.009, 0.205, -0.366, -0.222, -0.099, 0.231, -0.421, 0.216],
  "homo_lumo_gap_ev": 10.621,
  "lumo_energy_ev": 0.8
}

***

2) {
  "formula": "C5H7Br",
  "method": "ωB97M-V with the def2-TZVPD basis set",
  "symbols": ["Br", "H", "H", "H", "H", "C", "H", "C", "H", "C", "C", "H", "C"],
  "positions_angstrom": [[1.89, 1.54, -2.76], [0.68, -0.96, 1.47], [0.18, -0.35, -2.22], [-1.95, -0.09, 0.10], [0.09, 2.09, -0.34], [1.15, 0.09, -0.15], [-0.05, -1.73, -0.10], [0.15, -0.84, 0.55], [2.22, 0.38, 0.05], [-0.96, 0.24, 0.48], [0.03, 1.09, -0.22], [-1.20, 0.51, 1.51], [0.86, 0.28, -1.66]],
  "nbo_charge": [0.021, 0.226, 0.219, 0.209, 0.206, -0.264, 0.211, -0.385, 0.229, -0.435, -0.169, 0.217, -0.285],
  "homo_lumo_gap_ev": 9.388,
  "lumo_energy_ev": 0.9
}

***

1) is favored, and the nearest alternative lies 23.7 kcal/mol above it.